DFT (wB97M-V/def2-TZVPD) results for a structure of composition C6H8N2O2.

Properties
* max |F|: 4.539 eV/Å
* E_HOMO: -9.946 eV
* gap between HOMO and LUMO: 10.487 eV
* energy above the lowest of the compared OMol25 structures with the same formula, charge and spin: 405.1 kJ/mol
* LUMO energy: 0.541 eV
* calculated total energy: -493.29257 Ha

The geometry in XYZ format:
```
18
C6H8N2O2, DFT wB97M-V/def2-TZVPD
C -0.73634 -0.46542 1.01732
H 3.16439 -0.54460 -0.75225
N 2.26871 0.43642 -0.88482
H 1.09747 0.50307 1.94592
N -1.99601 0.60727 -0.71791
H -2.66154 -1.20557 -1.59039
O -0.04134 1.48041 0.41412
C 0.62727 0.29518 0.97985
C -1.27160 -1.57423 0.10662
C -2.44742 -0.80919 -0.59033
C 1.59242 -0.28777 -0.01339
H -1.14594 -0.48606 2.03394
H -3.37472 -0.86849 0.00107
H 1.78696 1.28572 -1.16507
H -1.59942 -2.47076 0.64476
O 2.32530 -1.28692 0.29029
H -0.53234 -1.87692 -0.64936
C -1.13945 0.70102 0.19953
```

These are the Mulliken partial charges, in e, on atoms 1 to 5:
1 C -0.267
2 H 0.515
3 N -0.563
4 H 0.480
5 N -0.670



DFT (wB97M-V/def2-TZVPD) results for the molecule C6H8N2O2.

Properties
* max |F|: 3.161 eV/Å
* SMILES: [H]/N=C(/O)[C@@]12N[C@@H]1C[C@@H]2C=O
* E_HOMO: -9.314 eV
* gap between HOMO and LUMO: 9.747 eV
* energy above the lowest of the compared OMol25 structures with the same formula, charge and spin: 315.6 kJ/mol
* LUMO energy: 0.433 eV
* calculated total energy: -493.32666 Ha

The geometry in XYZ format:
```
18
C6H8N2O2, DFT wB97M-V/def2-TZVPD
C 0.91823 0.22605 1.07079
H 1.90993 1.70958 -0.21493
H 0.40897 -2.46691 -1.90589
H 0.25993 0.79178 -1.68400
H -0.49748 -0.81088 2.11323
C 0.95456 1.53752 0.29149
H 0.21011 -2.74475 1.20101
C -0.12195 0.95111 -0.66483
O -0.32620 -1.77362 -1.69343
N 0.12734 -2.82181 0.19010
H 1.74735 -0.30173 1.54187
H -2.28097 0.95536 -1.13954
N -0.44987 0.01969 1.52493
C -0.10913 -0.35297 0.14877
C -0.27104 -1.73512 -0.36202
C -1.46194 1.61409 -0.77143
O -1.67845 2.77300 -0.50440
H 0.66059 2.42962 0.85828
```

These are the Mulliken partial charges, in e, on atoms 1 to 5:
1 C -0.269
2 H 0.266
3 H 0.363
4 H 0.405
5 H 0.322



DFT (wB97M-V/def2-TZVPD) results for the molecule C6H8N2O2S.

Properties
* max |F|: 5.336 eV/Å
* E_HOMO: -7.852 eV
* gap between HOMO and LUMO: 8.440 eV
* energy above the lowest of the compared OMol25 structures with the same formula, charge and spin: 606.9 kJ/mol
* LUMO energy: 0.588 eV
* calculated total energy: -891.40933 Ha

The geometry in XYZ format:
```
19
C6H8N2O2S, DFT wB97M-V/def2-TZVPD
O -3.63544 -0.58093 -0.30832
N 1.42922 0.11816 0.21356
H 1.51360 -2.57354 0.89484
H 2.38826 1.93749 -0.35892
H 0.09337 3.27550 -0.41393
H -4.15837 -1.37328 -0.52690
C 2.29428 -0.86875 -0.17475
H 1.21250 -2.67020 -0.74544
C 1.41970 1.51260 -0.07668
H -1.48344 1.56801 0.92963
H -0.09100 -0.83788 1.55393
C 0.33974 -0.81596 0.50064
C 0.24182 2.14910 -0.23146
S -1.20354 -0.40846 -0.54082
C 1.34576 -2.00174 0.10905
O 3.46625 -0.93716 -0.30653
H -1.60736 2.04492 -0.82338
N -2.44954 -0.93892 0.41691
C -1.11579 1.40104 -0.11143
```

These are the Mulliken partial charges, in e, on atoms 1 to 5:
1 O -0.414
2 N 0.084
3 H 0.307
4 H 0.371
5 H 0.274



DFT (wB97M-V/def2-TZVPD) results for the molecule C6H8N2O2S2.

Properties
* max |F|: 3.773 eV/Å
* SMILES: C=[S@@H](=O)Nc1scnc1C(C)=O
* E_HOMO: -8.826 eV
* gap between HOMO and LUMO: 8.922 eV
* energy above the lowest of the compared OMol25 structures with the same formula, charge and spin: 518.8 kJ/mol
* LUMO energy: 0.096 eV
* calculated total energy: -1289.63600 Ha

The geometry in XYZ format:
```
20
C6H8N2O2S2, DFT wB97M-V/def2-TZVPD
H -1.40890 -1.92523 1.94612
C 1.90288 1.69813 -2.09033
H 1.15145 2.37775 -2.43501
O 1.24806 2.01049 0.18811
O -2.69530 -0.84698 0.39245
H -0.04852 0.72317 1.83586
C 0.91850 -2.15360 -1.53764
C 0.16031 -0.62501 0.17932
N 1.44208 -1.01105 -1.66585
H 1.03092 -3.02686 -2.23134
H 2.79737 2.21133 -1.97879
C 1.39340 1.26406 -0.76895
H 2.11298 0.91498 -2.79318
C -2.51611 0.46756 2.75888
H -2.15519 0.24260 3.73279
C 1.09195 -0.11716 -0.73699
H -3.61418 0.59845 2.65708
S -0.33690 -2.20730 -0.19361
S -1.94548 -0.63928 1.61358
N -0.52933 0.04394 1.12749
```

These are the Mulliken partial charges, in e, on atoms 1 to 5:
1 H 0.206
2 C -1.217
3 H 0.305
4 O -0.639
5 O -0.583



DFT (wB97M-V/def2-TZVPD) results for the molecule C6H8N2O3.

Properties
* max |F|: 1.254 eV/Å
* SMILES: [H]\N=C/C=C\C=C/C(O)=[N+](/[O-])O
* E_HOMO (alpha / beta): -8.221 / -8.220 eV
* gap between HOMO and LUMO (alpha / beta): 8.041 / 8.041 eV
* energy above the lowest of the compared OMol25 structures with the same formula, charge and spin: 536.7 kJ/mol
* LUMO energy (alpha / beta): -0.180 / -0.180 eV
* calculated total energy: -568.48896 Ha

The geometry in XYZ format:
```
19
C6H8N2O3, DFT wB97M-V/def2-TZVPD
N -0.91747 -1.74961 -0.24363
C 0.75301 0.48661 1.17132
H -1.82171 -0.40010 -1.39478
H -2.30268 -0.21775 3.07763
O -1.41205 0.03298 2.78508
H 2.29820 0.41766 -1.78728
H 2.66950 -0.11426 0.59332
O -0.79207 1.80788 -0.18911
H -1.73448 2.06870 -0.11385
N -1.57843 0.82100 1.65758
C 1.67785 0.15526 0.25560
C 0.31072 -0.24997 -1.75586
H -0.00855 -2.13477 0.01714
C 1.45619 0.12252 -1.17458
C -0.55986 0.99016 0.85657
H 0.95523 0.37651 2.22695
H 0.20132 -0.18634 -2.83117
C -0.86166 -0.79796 -1.06675
O -2.71980 1.30012 1.43753
```

These are the Mulliken partial charges, in e, on atoms 1 to 5:
1 N -0.493
2 C -0.397
3 H 0.350
4 H 0.365
5 O -0.476



DFT (wB97M-V/def2-TZVPD) results for the molecule C6H8N2O4.

Properties
* max |F|: 3.920 eV/Å
* SMILES: O=[N+]([O-])/C=C(/O)CCCC#[N+][O-]
* E_HOMO: -9.856 eV
* gap between HOMO and LUMO: 10.115 eV
* energy above the lowest of the compared OMol25 structures with the same formula, charge and spin: 826.8 kJ/mol
* LUMO energy: 0.258 eV
* calculated total energy: -643.65902 Ha

The geometry in XYZ format:
```
20
C6H8N2O4, DFT wB97M-V/def2-TZVPD
H -1.04280 1.69193 -0.19621
H 0.02055 0.72689 -1.43839
O 1.57190 -2.33123 2.21817
C -1.71859 -1.07085 -0.66459
C 0.87450 1.42998 0.57329
O -3.27250 -1.30368 -2.30360
C 2.16566 0.79791 0.17732
H 2.18120 0.72124 -0.95770
C 2.23134 -0.53268 0.80536
H -1.99634 -2.05980 -0.33646
H 3.03156 1.52399 0.47670
N -2.30198 -0.68127 -1.92174
H -1.15464 -1.46410 1.55225
O -1.89071 0.22921 -2.54211
C -0.26752 0.99841 -0.35017
N 1.82020 -1.36648 1.51371
H 0.59897 1.15149 1.54299
H 0.84494 2.47035 0.38157
C -0.98347 -0.28140 0.12287
O -0.71227 -0.64990 1.34675
```

These are the Mulliken partial charges, in e, on atoms 1 to 5:
1 H 0.425
2 H 0.352
3 O -0.657
4 C -1.115
5 C -0.997



DFT (wB97M-V/def2-TZVPD) results for a cluster of 2 separate species, C6H8N2O4 in total.

Properties
* max |F|: 5.107 eV/Å
* SMILES: NO/C=C(\C=C=O)[C@H]1OC1=O.N
* E_HOMO: -7.871 eV
* gap between HOMO and LUMO: 8.340 eV
* energy above the lowest of the compared OMol25 structures with the same formula, charge and spin: 743.5 kJ/mol
* LUMO energy: 0.470 eV
* calculated total energy: -643.69074 Ha

The geometry in XYZ format:
```
20
C6H8N2O4, DFT wB97M-V/def2-TZVPD
C 2.62690 0.32547 0.81112
O -0.47454 -1.77536 -0.18143
N -0.46656 2.52879 -0.10155
O 0.83416 -4.40587 0.07175
H -2.20502 -2.68364 -0.28280
H -0.50416 0.26657 0.11298
H -1.94735 -1.43917 1.00466
H 2.40709 1.20829 1.44204
C 1.49316 -0.73052 0.41423
N -1.92312 -1.68725 -0.04225
H 2.92743 -2.27499 0.78582
C 1.91414 -2.16826 0.44724
H -1.02658 2.93963 -0.90414
O 4.02498 1.00854 -1.24332
C 1.35277 -3.33625 0.10834
C 3.58992 0.61753 -0.21441
C 0.13594 -0.62294 0.20710
O 3.98484 -0.04919 0.78881
H -0.98161 2.42608 0.81004
H 0.23836 3.31872 0.03871
```

These are the Mulliken partial charges, in e, on atoms 1 to 5:
1 C -0.040
2 O -0.246
3 N -0.746
4 O -0.458
5 H 0.288



DFT (wB97M-V/def2-TZVPD) results for a cluster of 2 separate species, C6H8N2O4P in total.

Properties
* max |F|: 3.447 eV/Å
* charge: -1
* E_HOMO (alpha / beta): -2.779 / -3.608 eV
* gap between HOMO and LUMO (alpha / beta): 6.164 / 6.968 eV
* LUMO energy (alpha / beta): 3.385 / 3.360 eV
* calculated total energy: -985.20441 Ha

The geometry in XYZ format:
```
21
C6H8N2O4P, DFT wB97M-V/def2-TZVPD
H -0.73583 -0.46518 -2.91857
P -1.52516 1.34545 0.27333
H 1.14420 1.68103 -1.99732
H -0.10417 -2.58078 2.76942
H 0.01773 0.64431 -3.95859
C 0.22201 -0.00108 -3.10320
H 0.65026 -0.27448 4.07333
O -1.38022 2.79473 0.54972
C 0.78441 0.73865 -1.79793
C 2.15117 -0.88003 -2.52718
C -1.36237 0.37498 1.84885
H -0.90895 -0.61029 4.63186
O 1.91127 -0.00641 -1.45013
O -1.05055 -0.96375 1.54494
H 3.14745 -1.46919 -2.34886
C -0.52098 -1.50971 2.63630
C -0.37537 -0.37224 3.71642
N -0.93820 0.73234 3.00095
H 0.12333 0.83217 -0.87041
O -2.58316 0.82758 -0.61203
N 1.33315 -0.83811 -3.46090
```

These are the Mulliken partial charges, in e, on atoms 1 to 5:
1 H 0.264
2 P 0.676
3 H 0.266
4 H 0.323
5 H 0.263



DFT (wB97M-V/def2-TZVPD) results for the molecule C6H8N2S2.

Properties
* max |F|: 3.401 eV/Å
* E_HOMO: -8.819 eV
* gap between HOMO and LUMO: 8.903 eV
* energy above the lowest of the compared OMol25 structures with the same formula, charge and spin: 389.5 kJ/mol
* LUMO energy: 0.084 eV
* calculated total energy: -1139.17104 Ha

The geometry in XYZ format:
```
18
C6H8N2S2, DFT wB97M-V/def2-TZVPD
C 2.08982 0.90368 1.83125
H 2.56117 -1.65595 -1.21452
H -3.51335 1.78955 -0.22435
H 1.43427 -3.08190 -0.45311
H 0.92527 -1.19723 2.58002
H -3.00505 3.31535 0.47737
S -0.99889 2.20107 0.12466
S -0.83554 -0.51815 1.22663
C 1.65769 -1.13151 0.65517
N 0.70144 -1.41782 1.59687
C 2.40065 -0.00428 0.82471
N 2.00005 1.65699 2.66528
H 0.75005 -1.63152 -1.16289
H -2.86136 1.96643 1.59371
C -0.14701 0.84250 0.64833
C 1.59225 -1.93587 -0.60721
C -2.82056 2.28465 0.53743
H 3.14089 0.37125 0.07348
```

These are the Mulliken partial charges, in e, on atoms 1 to 5:
1 C 0.049
2 H 0.303
3 H 0.277
4 H 0.283
5 H 0.418



DFT (wB97M-V/def2-TZVPD) results for a structure of composition C6H8N3OS.

Properties
* max |F|: 4.343 eV/Å
* charge: +1
* E_HOMO (alpha / beta): -10.827 / -10.826 eV
* gap between HOMO and LUMO (alpha / beta): 7.313 / 7.311 eV
* energy above the lowest of the compared OMol25 structures with the same formula, charge and spin: 278.0 kJ/mol
* LUMO energy (alpha / beta): -3.514 / -3.515 eV
* calculated total energy: -870.74574 Ha

The geometry in XYZ format:
```
19
C6H8N3OS, DFT wB97M-V/def2-TZVPD
H 3.16468 -0.07774 -0.52375
S -3.00533 -1.37553 1.71381
N -0.79235 1.08614 -1.23444
H -1.65299 1.44237 -1.36264
C 0.37132 1.05579 -1.93536
C -1.49862 -1.66686 2.41504
C 1.02636 0.10824 -0.92786
O 0.94852 1.66509 -2.83580
H -1.23649 -2.05240 3.35003
N -0.97759 -0.29380 0.65189
H 1.14963 -0.89641 -1.29057
H 0.51635 -0.86632 1.89818
H -2.61538 -0.13194 -0.55089
C -0.15665 0.50230 -0.05180
N 2.38383 0.66945 -0.58496
H 2.65894 1.19580 -1.42719
C -2.27867 -0.41677 0.51057
C -0.51571 -0.92937 1.78427
H 2.51015 0.98195 0.40148
```

These are the Mulliken partial charges, in e, on atoms 1 to 5:
1 H 0.396
2 S -0.085
3 N 0.028
4 H 0.126
5 C 0.209